Record 1
C4H10NO | ωB97M-V with the def2-TZVPD basis set

Its spin multiplicity is 1. As for the total energy: -288.09656 Eh. The HOMO energy is -14.3 eV. As for the net charge: +1. The gap between HOMO and LUMO is 0.3349 Eh. For the energy above the lowest of the compared OMol25 structures with the same formula, charge and spin, the calculation gives 1.810 eV.

Each line ends with the natural charge from an NBO analysis.
Geometry (Å):
C 0.92378 -1.07799 -0.33051  -0.67
C 0.08946 -0.93394 0.90983  0.10
C -0.52764 -1.93301 1.52647  -0.32
C -0.43190 1.44401 0.75740  0.14
N -0.05693 0.41255 1.41573  -0.40
H 1.10433 -0.10055 -0.79514  0.23
H 1.83757 -1.61212 -0.10709  0.26
H 0.36558 -1.55888 -1.12730  0.25
H -1.43115 -1.88095 2.10949  0.23
H -0.15346 -2.92631 1.30367  0.24
H -0.53537 2.42228 1.20297  0.24
H -0.51734 1.24157 -0.30441  0.25
H 0.03918 0.56493 2.41599  0.44
H -0.62576 2.64473 -2.92243  0.48
H 0.07794 1.43424 -3.44376  0.49
O -0.15830 1.85944 -2.61091  -0.97

---

Record 2
C3H5IS | ωB97M-V with the def2-TZVPD basis set

Its spin multiplicity is 1. As for the total energy: -813.00795 Eh. The HOMO energy (alpha / beta) is -8.1 / -7.9 eV. The gap between HOMO and LUMO (alpha / beta) is 0.2891 / 0.2945 Eh. For the energy above the lowest of the compared OMol25 structures with the same formula, charge and spin, the calculation gives 3.955 eV.

Each line ends with the natural charge from an NBO analysis.
Geometry (Å):
C 1.06226 0.69861 -0.72695  -0.51
C 0.23337 0.99174 0.21208  -0.06
C -1.70528 -0.61033 0.70911  -0.59
S -1.46130 -2.26033 0.18467  0.05
I -3.40380 0.31404 -0.09652  0.13
H 1.93623 1.34002 -0.73706  0.22
H 1.15306 -0.17332 -1.40120  0.23
H 0.00369 1.75701 0.95213  0.20
H -1.84528 -0.50616 1.72889  0.19
H -1.86002 -2.23551 -1.17420  0.15

---

Record 3
C4H6N2O | ωB97M-V with the def2-TZVPD basis set

Its spin multiplicity is 1. As for the total energy: -340.59010 Eh. The HOMO energy is -8.4 eV. The gap between HOMO and LUMO is 0.3446 Eh. For the energy above the lowest of the compared OMol25 structures with the same formula, charge and spin, the calculation gives 5.573 eV. The structure (SMILES) is [H]/N=C/N1C=C1OC.

Each line ends with the natural charge from an NBO analysis.
Geometry (Å):
H 2.21336 -1.44398 1.83375  0.35
N 1.57331 -1.04414 1.15852  -0.68
C 2.16255 -0.50986 0.16937  0.26
N 1.34953 0.06609 -0.81745  -0.48
C 0.54830 1.24140 -0.48158  -0.18
C -0.08373 0.22769 -0.03752  0.49
O -1.13290 -0.47786 0.31969  -0.47
C -2.37841 -0.01677 -0.23209  -0.25
H 3.24159 -0.55838 -0.02528  0.16
H 0.58464 2.26242 -0.79712  0.22
H -2.67781 0.92876 0.23137  0.18
H -3.12199 -0.78491 -0.00788  0.20
H -2.27844 0.10955 -1.31378  0.19